# C6H12O2

A 2-piece molecular cluster, C6H12O2 overall (the ωB97M-V functional and the def2-TZVPD basis, OMol25).

Structure (SMILES): C/C=C/C=C(/C)O.O
Kohn-Sham gap: 8.6 eV

Element x y z (Å)
C1 0.36 1.06 -2.72
C2 0.10 1.18 -1.24
C3 0.63 0.20 -0.51
C4 0.52 0.30 0.95
C5 0.89 -0.69 1.75
O1 1.60 -1.77 1.26
C6 0.81 -0.76 3.25
H1 1.30 1.70 -2.85
H2 0.69 0.09 -3.04
H3 -0.17 1.55 -3.59
H4 -0.50 2.04 -0.96
H5 1.20 -0.67 -0.84
H6 -0.07 1.13 1.31
H7 2.05 -2.30 1.92
H8 0.25 -1.60 3.64
H9 0.36 0.11 3.75
H10 1.79 -0.86 3.70
H11 -4.42 0.58 -1.45
H12 -3.34 1.19 -2.38
O2 -3.96 0.46 -2.29

From a Mulliken analysis of the wavefunction, the atomic charges in e read: atom 1 (C): -1.217, atom 2 (C): -0.023, atom 3 (C): -0.096, atom 4 (C): -0.673, atom 5 (C): 0.813, atom 6 (O): -0.556, atom 7 (C): -1.437, atom 8 (H): 0.276, atom 9 (H): 0.289, atom 10 (H): 0.325, atom 11 (H): 0.389, atom 12 (H): 0.312, atom 13 (H): 0.244, atom 14 (H): 0.320, atom 15 (H): 0.368, atom 16 (H): 0.303, atom 17 (H): 0.365, atom 18 (H): 0.318, atom 19 (H): 0.316, atom 20 (O): -0.636


# C6H12O2

A 2-piece molecular cluster, C6H12O2 overall (the ωB97M-V functional and the def2-TZVPD basis, OMol25).

Structure (SMILES): C=C(C)O.C=C(C)O
Kohn-Sham gap (alpha / beta): 8.6 / 6.8 eV

Element x y z (Å)
C1 -1.33 0.26 0.03
C2 -0.97 1.59 -0.08
C3 -1.74 -0.54 -1.18
C4 1.76 0.18 1.38
C5 1.19 -0.26 0.05
C6 1.23 -1.57 -0.31
O1 -2.21 -0.08 1.06
O2 1.55 0.72 -0.95
H1 -2.04 0.45 1.84
H2 1.75 0.26 -1.78
H3 -0.10 2.12 0.25
H4 -1.68 2.41 -0.13
H5 -0.95 -0.48 -1.92
H6 -1.83 -1.60 -0.91
H7 -2.70 -0.23 -1.57
H8 2.85 0.14 1.35
H9 1.57 1.24 1.55
H10 1.36 -0.42 2.19
H11 1.11 -1.88 -1.34
H12 1.18 -2.32 0.46

From a Mulliken analysis of the wavefunction, the atomic charges in e read: atom 1 (C): 1.140, atom 2 (C): -1.190, atom 3 (C): -1.283, atom 4 (C): -1.295, atom 5 (C): 0.711, atom 6 (C): -0.898, atom 7 (O): -0.520, atom 8 (O): -0.488, atom 9 (H): 0.364, atom 10 (H): 0.345, atom 11 (H): 0.246, atom 12 (H): 0.353, atom 13 (H): 0.281, atom 14 (H): 0.335, atom 15 (H): 0.359, atom 16 (H): 0.344, atom 17 (H): 0.299, atom 18 (H): 0.327, atom 19 (H): 0.296, atom 20 (H): 0.273


# C6H12O2

A 2-piece molecular cluster, C6H12O2 overall (the ωB97M-V functional and the def2-TZVPD basis, OMol25).

Structure (SMILES): CC(C)=O.CC(C)=O
Kohn-Sham gap: 10.0 eV

Element x y z (Å)
C1 1.98 1.24 -0.07
C2 0.60 0.94 2.06
C3 1.02 0.39 0.72
O1 0.94 -0.85 0.49
H1 1.65 2.27 -0.11
H2 2.07 0.85 -1.09
H3 2.97 1.19 0.40
H4 1.45 0.86 2.75
H5 0.31 1.99 1.97
H6 -0.23 0.35 2.45
C4 -0.60 -0.94 -2.06
C5 -1.98 -1.24 0.07
C6 -1.02 -0.39 -0.72
O2 -0.94 0.85 -0.49
H7 -0.30 -1.98 -1.97
H8 0.23 -0.35 -2.45
H9 -1.45 -0.86 -2.75
H10 -2.07 -0.85 1.09
H11 -1.65 -2.27 0.11
H12 -2.97 -1.19 -0.40

From a Mulliken analysis of the wavefunction, the atomic charges in e read: atom 1 (C): -1.195, atom 2 (C): -1.195, atom 3 (C): 1.101, atom 4 (O): -0.675, atom 5 (H): 0.319, atom 6 (H): 0.284, atom 7 (H): 0.379, atom 8 (H): 0.379, atom 9 (H): 0.319, atom 10 (H): 0.283, atom 11 (C): -1.195, atom 12 (C): -1.196, atom 13 (C): 1.101, atom 14 (O): -0.675, atom 15 (H): 0.319, atom 16 (H): 0.284, atom 17 (H): 0.379, atom 18 (H): 0.284, atom 19 (H): 0.319, atom 20 (H): 0.379


# C6H12O2

A 2-piece molecular cluster, C6H12O2 overall (the ωB97M-V functional and the def2-TZVPD basis, OMol25).

Kohn-Sham gap: 5.4 eV

Element x y z (Å)
O1 -2.44 -1.27 0.20
C1 -2.59 0.06 0.07
C2 -1.43 0.87 0.75
C3 -0.38 1.45 -0.11
C4 0.89 0.90 -0.18
C5 1.56 -0.06 0.55
C6 2.97 -0.44 0.10
H1 -3.55 0.40 0.50
H2 -1.82 1.50 1.55
H3 -0.90 0.06 1.29
H4 -2.67 0.36 -1.01
H5 -0.90 1.90 -0.95
H6 1.47 1.08 -1.12
H7 1.28 -0.08 1.61
H8 3.65 -0.59 0.94
H9 3.37 0.25 -0.64
H10 2.86 -1.41 -0.41
H11 -1.25 -1.71 -0.80
H12 0.30 -1.42 -0.95
O2 -0.43 -1.86 -1.37

From a Mulliken analysis of the wavefunction, the atomic charges in e read: atom 1 (O): -0.744, atom 2 (C): -0.485, atom 3 (C): -0.302, atom 4 (C): -0.238, atom 5 (C): -0.149, atom 6 (C): 0.049, atom 7 (C): -1.070, atom 8 (H): 0.346, atom 9 (H): 0.441, atom 10 (H): 0.069, atom 11 (H): 0.224, atom 12 (H): 0.338, atom 13 (H): 0.150, atom 14 (H): 0.358, atom 15 (H): 0.346, atom 16 (H): 0.362, atom 17 (H): 0.297, atom 18 (H): 0.414, atom 19 (H): 0.297, atom 20 (O): -0.701


# C6H12O2

A 2-piece molecular cluster, C6H12O2 overall (the ωB97M-V functional and the def2-TZVPD basis, OMol25).

Kohn-Sham gap (alpha / beta): 7.9 / 7.0 eV
Charge: +1
Spin multiplicity: 2
⟨S²⟩: 0.754

Element x y z (Å)
C1 -0.78 -2.54 -2.01
C2 0.70 -2.16 -1.63
C3 1.22 0.86 2.23
C4 0.68 0.65 0.93
O1 0.01 1.64 0.23
C5 0.63 -0.63 0.27
C6 0.71 -0.80 -1.10
H1 -1.01 -3.52 -1.60
H2 -1.60 -1.88 -1.58
H3 -1.03 -2.55 -3.07
H4 1.31 -2.25 -2.53
H5 1.09 -2.89 -0.91
H6 0.67 1.33 3.05
H7 2.31 1.02 2.25
H8 0.80 2.14 0.73
H9 0.79 -1.53 0.84
H10 0.44 0.05 -1.72
H11 -1.53 2.21 0.55
H12 -2.36 1.91 1.77
O2 -2.35 2.51 1.01

From a Mulliken analysis of the wavefunction, the atomic charges in e read: atom 1 (C): -1.050, atom 2 (C): -0.385, atom 3 (C): -0.918, atom 4 (C): 0.469, atom 5 (O): -0.422, atom 6 (C): -0.376, atom 7 (C): -0.138, atom 8 (H): 0.294, atom 9 (H): 0.330, atom 10 (H): 0.347, atom 11 (H): 0.358, atom 12 (H): 0.377, atom 13 (H): 0.376, atom 14 (H): 0.375, atom 15 (H): 0.466, atom 16 (H): 0.409, atom 17 (H): 0.400, atom 18 (H): 0.449, atom 19 (H): 0.276, atom 20 (O): -0.638


# C6H12O3

A 2-piece molecular cluster, C6H12O3 overall (the ωB97M-V functional and the def2-TZVPD basis, OMol25).

Structure (SMILES): CCC(=O)O.CCC=O
Kohn-Sham gap: 9.4 eV

Element x y z (Å)
C1 -1.22 0.52 0.85
C2 -2.42 -0.40 0.63
C3 -0.73 1.49 -0.43
O1 -1.13 1.07 -1.58
O2 -0.01 2.41 -0.17
H1 -1.04 -0.10 -1.64
H2 -0.42 0.08 1.46
H3 -1.54 1.37 1.46
H4 -2.15 -1.39 0.28
H5 -2.97 -0.52 1.56
H6 -3.11 0.03 -0.10
C4 1.77 -0.39 -0.79
C5 2.43 0.12 0.49
C6 0.54 -1.21 -0.55
O3 -0.39 -1.33 -1.37
H7 0.59 -1.90 0.31
H8 2.46 -1.07 -1.31
H9 1.54 0.43 -1.47
H10 1.83 0.91 0.93
H11 2.57 -0.69 1.20
H12 3.40 0.55 0.25

From a Mulliken analysis of the wavefunction, the atomic charges in e read: atom 1 (C): -0.499, atom 2 (C): -1.109, atom 3 (C): 0.471, atom 4 (O): -0.569, atom 5 (O): -0.571, atom 6 (H): 0.453, atom 7 (H): 0.277, atom 8 (H): 0.458, atom 9 (H): 0.306, atom 10 (H): 0.397, atom 11 (H): 0.288, atom 12 (C): -0.034, atom 13 (C): -1.173, atom 14 (C): -0.216, atom 15 (O): -0.536, atom 16 (H): 0.441, atom 17 (H): 0.413, atom 18 (H): 0.257, atom 19 (H): 0.274, atom 20 (H): 0.332, atom 21 (H): 0.342


# C6H12O3

C6H12O3 as an isolated structure (the ωB97M-V functional and the def2-TZVPD basis, OMol25).

Kohn-Sham gap: 8.0 eV

Element x y z (Å)
C1 -0.61 0.45 -0.47
C2 -0.65 -0.91 -0.94
C3 0.91 -0.02 1.52
C4 -1.76 0.95 0.32
C5 0.38 1.39 -1.05
C6 0.23 -1.42 0.42
O1 0.06 -1.21 -2.09
O2 2.22 0.08 1.14
O3 1.27 -2.03 0.06
H1 0.80 -1.78 -1.76
H2 2.40 -0.78 0.67
H3 -1.63 -1.39 -0.92
H4 0.76 -0.55 2.47
H5 0.47 0.97 1.62
H6 -0.49 -1.82 1.15
H7 -2.55 1.25 -0.38
H8 -2.19 0.17 0.95
H9 1.37 0.93 -1.09
H10 0.44 2.32 -0.49
H11 0.08 1.60 -2.08
H12 -1.51 1.81 0.94

From a Mulliken analysis of the wavefunction, the atomic charges in e read: atom 1 (C): 0.919, atom 2 (C): -0.260, atom 3 (C): -0.683, atom 4 (C): -1.318, atom 5 (C): -1.262, atom 6 (C): 0.138, atom 7 (O): -0.584, atom 8 (O): -0.529, atom 9 (O): -0.894, atom 10 (H): 0.367, atom 11 (H): 0.372, atom 12 (H): 0.392, atom 13 (H): 0.349, atom 14 (H): 0.345, atom 15 (H): 0.426, atom 16 (H): 0.404, atom 17 (H): 0.352, atom 18 (H): 0.353, atom 19 (H): 0.369, atom 20 (H): 0.368, atom 21 (H): 0.377


# C6H12O3

One molecule with the formula C6H12O3 (the ωB97M-V functional and the def2-TZVPD basis, OMol25).

Structure (SMILES): CC(C)(CO)CC(=O)O
Kohn-Sham gap: 10.6 eV

Element x y z (Å)
C1 0.46 0.19 -0.06
C2 0.11 -0.12 -1.54
C3 -0.33 -0.76 0.88
C4 0.11 1.65 0.24
C5 1.95 -0.05 0.17
C6 -1.80 -0.79 0.55
O1 -2.58 0.05 1.24
O2 0.16 -1.49 -1.85
O3 -2.27 -1.51 -0.29
H1 -2.08 0.58 1.88
H2 -0.67 -1.89 -1.53
H3 0.86 0.36 -2.18
H4 -0.87 0.30 -1.78
H5 -0.16 -0.46 1.92
H6 0.07 -1.77 0.74
H7 0.66 2.31 -0.42
H8 0.37 1.90 1.27
H9 -0.95 1.84 0.09
H10 2.22 -1.04 -0.18
H11 2.20 0.03 1.22
H12 2.54 0.68 -0.38

From a Mulliken analysis of the wavefunction, the atomic charges in e read: atom 1 (C): 2.325, atom 2 (C): -1.083, atom 3 (C): -1.397, atom 4 (C): -1.936, atom 5 (C): -1.871, atom 6 (C): 0.493, atom 7 (O): -0.481, atom 8 (O): -0.579, atom 9 (O): -0.589, atom 10 (H): 0.380, atom 11 (H): 0.379, atom 12 (H): 0.481, atom 13 (H): 0.408, atom 14 (H): 0.545, atom 15 (H): 0.375, atom 16 (H): 0.427, atom 17 (H): 0.398, atom 18 (H): 0.455, atom 19 (H): 0.436, atom 20 (H): 0.408, atom 21 (H): 0.426


# C6H12O4

A 2-piece molecular cluster, C6H12O4 overall (the ωB97M-V functional and the def2-TZVPD basis, OMol25).

Structure (SMILES): CC(=O)OC(C)(C)C=O.O
Kohn-Sham gap: 10.7 eV

Element x y z (Å)
C1 3.23 -2.48 1.50
C2 3.60 -1.03 1.66
O1 3.41 -0.40 2.67
H1 3.38 -3.00 2.45
H2 2.17 -2.54 1.21
H3 3.82 -2.94 0.70
O2 3.73 -0.37 0.37
C3 3.48 1.02 0.13
C4 2.04 1.41 0.47
C5 4.51 1.90 0.85
C6 3.64 1.16 -1.38
O3 3.79 2.22 -1.94
H4 1.87 1.34 1.55
H5 1.86 2.44 0.15
H6 1.33 0.74 -0.06
H7 5.53 1.57 0.61
H8 4.38 2.94 0.53
H9 4.37 1.84 1.93
H10 3.59 0.20 -1.94
O4 6.62 -1.11 1.24
H11 6.79 -0.33 1.77
H12 5.96 -0.79 0.49

From a Mulliken analysis of the wavefunction, the atomic charges in e read: atom 1 (C): -1.099, atom 2 (C): 0.849, atom 3 (O): -0.510, atom 4 (H): 0.362, atom 5 (H): 0.276, atom 6 (H): 0.307, atom 7 (O): -0.344, atom 8 (C): 1.374, atom 9 (C): -1.721, atom 10 (C): -1.444, atom 11 (C): -0.288, atom 12 (O): -0.463, atom 13 (H): 0.380, atom 14 (H): 0.454, atom 15 (H): 0.378, atom 16 (H): 0.315, atom 17 (H): 0.407, atom 18 (H): 0.359, atom 19 (H): 0.373, atom 20 (O): -0.638, atom 21 (H): 0.324, atom 22 (H): 0.351


# C6H12O4

A 2-piece molecular cluster, C6H12O4 overall (the ωB97M-V functional and the def2-TZVPD basis, OMol25).

Structure (SMILES): CC(=O)C[C@@H]1OC[C@@H]1O.O
Kohn-Sham gap: 9.8 eV

Element x y z (Å)
O1 0.84 -1.11 -1.71
C1 -0.14 -0.15 -1.98
C2 -1.61 -0.54 -1.72
O2 -1.78 0.57 -0.82
C3 -0.37 0.89 -0.87
C4 0.33 0.63 0.45
C5 -0.14 1.61 1.57
C6 0.65 1.28 2.80
O3 -0.64 2.69 1.35
H1 1.11 -1.55 -2.52
H2 0.03 0.30 -2.96
H3 -2.29 -0.50 -2.57
H4 -1.71 -1.51 -1.20
H5 -0.22 1.93 -1.18
H6 0.15 -0.39 0.81
H7 1.42 0.70 0.29
H8 -0.19 0.70 3.30
H9 1.46 0.55 2.72
H10 0.91 2.20 3.35
O4 0.41 -2.96 0.36
H11 0.60 -2.33 -0.36
H12 1.21 -3.00 0.88

From a Mulliken analysis of the wavefunction, the atomic charges in e read: atom 1 (O): -0.567, atom 2 (C): -0.093, atom 3 (C): -0.491, atom 4 (O): -0.450, atom 5 (C): 0.108, atom 6 (C): -0.654, atom 7 (C): 0.555, atom 8 (C): -1.096, atom 9 (O): -0.561, atom 10 (H): 0.263, atom 11 (H): 0.442, atom 12 (H): 0.263, atom 13 (H): 0.254, atom 14 (H): 0.374, atom 15 (H): 0.260, atom 16 (H): 0.407, atom 17 (H): 0.291, atom 18 (H): 0.314, atom 19 (H): 0.341, atom 20 (O): -0.660, atom 21 (H): 0.399, atom 22 (H): 0.302


Result set for relative energy (zero: lowest compared OMol25 entry of this formula, charge and spin): 58.4 137.5 35.8 142.4 85.4 44.8 101.2 4.6 24.2 55.6 kcal/mol, one per record in the order listed.